1.
Here is a cluster of 2 separate species, C4H9N3O in total at a distorted geometry from the Open Molecules 2025 dataset. Energies are from ωB97M-V/def2-TZVPD.

XYZ file:
```
17
Properties=species:S:1:pos:R:3
C 2.065 -0.132 -0.815
C -1.326 2.076 1.354
O 1.570 -0.940 0.255
N -1.125 1.628 0.163
H 1.441 0.760 -0.914
H 2.100 -0.675 -1.765
H 3.081 0.181 -0.559
H -0.829 3.007 1.673
H -1.980 1.587 2.097
C -1.760 0.466 -0.148
C 0.682 -1.880 -0.092
N -1.698 0.114 -1.381
N 0.190 -2.628 0.826
H -1.170 0.864 -1.842
H 0.625 -2.330 1.705
H -2.286 -0.151 0.602
H 0.420 -1.949 -1.157
```

Its largest force on an atom is 3.797 eV Å⁻¹. The SMILES is [H]/N=C\N=C.[H]/N=C\OC. Its spin multiplicity is 1. For the frontier orbital gap, the calculation gives 9.81 eV.

---

2.
Here is the molecule C4H9N3O2 at a distorted geometry from the Open Molecules 2025 dataset. Energies are from ωB97M-V/def2-TZVPD.

XYZ file:
```
18
Properties=species:S:1:pos:R:3
C -1.128 0.484 -0.113
C 2.631 0.308 0.157
C -1.728 1.809 0.072
C 1.098 -1.851 0.097
N -1.954 -0.723 -0.112
N 1.147 -0.501 -0.259
N 0.171 0.400 -0.150
O 2.306 1.457 0.304
O 3.473 -0.490 0.392
H -1.163 2.546 0.523
H -2.108 2.039 -0.996
H -2.542 1.741 0.805
H 2.066 -2.005 0.360
H 0.397 -1.984 0.921
H 1.065 -2.500 -0.822
H -2.879 -0.561 -0.397
H -1.515 -1.466 -0.651
H 0.662 1.296 -0.134
```

Its largest force on an atom is 3.827 eV Å⁻¹. Its spin multiplicity is 1. For the frontier orbital gap, the calculation gives 8.56 eV.